{"formula": "C4H9N2O2S", "method": "ωB97M-V/def2-TZVPD", "e_lumo_ev": [-5.70, -5.70], "smiles": "C=N/C(=[NH+]/C)S(C)(=O)=O", "orbital_gap_ha": [0.317, 0.317], "e_homo_ev": [-14.3, -14.3], "charge": 1, "relative_energy_kcal_mol": 102.9, "largest_force_ha_per_bohr": 0.170, "e_tot_ev": -22192.40235, "symbols": ["C", "N", "C", "N", "C", "S", "C", "O", "O", "H", "H", "H", "H", "H", "H", "H", "H", "H"], "positions_angstrom": [[2.9736, -0.8273, -0.6348], [1.7564, -0.5571, -0.6043], [0.6733, -0.1908, -0.2831], [-0.4451, 0.5100, -1.3766], [-1.7929, 0.2260, -1.1671], [0.0721, -1.1133, 1.2471], [-0.6500, 0.1560, 2.3025], [-0.7533, -2.0444, 0.6205], [1.2911, -1.5470, 1.8059], [3.2082, -1.9679, -0.5853], [3.8818, -0.2111, -0.6741], [-0.0420, 0.1510, -2.2215], [-2.2587, 0.7333, -1.9561], [-2.3063, 0.6000, -0.2337], [-2.2679, -0.8149, -1.2847], [-1.3622, 0.5838, 1.6619], [-1.0485, -0.0885, 3.2877], [0.2047, 0.8094, 2.3787]], "forces_ev_per_angstrom": [[1.23, -3.82, 0.14], [4.65, 0.54, -1.11], [-8.20, 2.45, -1.80], [5.33, -1.79, 3.93], [-3.59, -2.11, 1.26], [1.12, 1.58, 1.61], [1.00, -0.64, -0.59], [-2.13, -1.14, -0.92], [1.23, -0.28, 0.93], [-0.39, 1.93, -0.57], [-0.94, 0.62, 0.26], [-0.26, -0.04, -0.80], [-0.93, 1.13, -1.16], [1.22, 0.06, -0.83], [1.55, 0.88, 0.19], [-1.26, 0.85, -0.52], [0.17, -0.65, -0.32], [0.19, 0.44, 0.31]]}


{"formula": "C4H9N2OS", "method": "ωB97M-V/def2-TZVPD", "e_lumo_ev": 3.65, "smiles": "N[C@H](C[S-])CNC=O", "orbital_gap_ha": 0.225, "e_homo_ev": -2.5, "charge": -1, "relative_energy_kcal_mol": 47.8, "largest_force_ha_per_bohr": 0.093, "e_tot_ev": -20156.77566, "symbols": ["N", "C", "C", "S", "C", "N", "C", "O", "H", "H", "H", "H", "H", "H", "H", "H", "H"], "positions_angstrom": [[1.4816, 1.2872, -0.6543], [0.5493, 0.2335, 0.1073], [1.4775, -0.1626, 1.2359], [0.8663, -1.1356, 2.6872], [-0.1198, -0.8791, -0.6044], [-1.5670, -0.8585, -0.2066], [-2.3700, 0.2297, -0.5254], [-1.9942, 0.9832, -1.4104], [1.6797, 1.0462, -1.6331], [0.9100, 2.1820, -0.7275], [-0.1196, 0.8802, 0.6338], [1.8738, 0.7512, 1.6200], [2.2267, -1.0144, 0.8940], [0.2436, -1.8748, -0.5385], [-0.1807, -0.6289, -1.7324], [-1.6734, -1.3263, 0.7657], [-3.2838, 0.2870, 0.0886]], "forces_ev_per_angstrom": [[-2.17, 0.33, -0.42], [3.55, 2.00, 0.85], [1.07, -3.76, 0.26], [-1.07, 0.20, -0.18], [-2.87, 1.89, -3.29], [-0.44, -1.15, 2.50], [2.60, -1.57, -0.22], [-1.22, 0.46, 0.33], [-0.30, -0.23, 0.47], [0.86, -1.58, 0.01], [-1.09, 0.23, -0.18], [0.90, 0.26, -0.01], [-0.70, 2.54, -0.02], [0.54, -0.64, 0.69], [0.38, -0.38, 1.56], [-0.01, 1.24, -2.03], [-0.03, 0.18, -0.31]]}


{"formula": "C4H9N2OS", "method": "ωB97M-V/def2-TZVPD", "e_lumo_ev": 3.57, "smiles": "N[C@H](C[S-])CNC=O", "orbital_gap_ha": 0.223, "e_homo_ev": -2.5, "charge": -1, "relative_energy_kcal_mol": 50.7, "largest_force_ha_per_bohr": 0.056, "e_tot_ev": -20156.65075, "symbols": ["N", "C", "C", "S", "C", "N", "C", "O", "H", "H", "H", "H", "H", "H", "H", "H", "H"], "positions_angstrom": [[0.7302, 1.8293, -0.0336], [0.2317, 0.4892, 0.5059], [0.9186, 0.1138, 1.7820], [0.7767, -1.3201, 2.9508], [0.2831, -0.6207, -0.5708], [-1.1212, -1.1408, -0.7221], [-1.8874, -0.8067, -1.7477], [-1.5073, 0.1039, -2.4811], [0.3545, 2.0079, -0.9774], [1.7528, 2.0054, 0.2076], [-0.7711, 0.8752, 0.6631], [0.9219, 0.9110, 2.5543], [1.9631, -0.0671, 1.6288], [1.0159, -1.3489, -0.2775], [0.5739, -0.1060, -1.4626], [-1.3103, -1.8175, -0.0732], [-2.9252, -1.1079, -1.9463]], "forces_ev_per_angstrom": [[1.57, -0.56, 1.15], [-0.17, 1.64, -0.65], [1.25, 0.73, 2.36], [-1.27, -0.80, -0.63], [-1.83, 1.50, 0.74], [2.29, 0.06, -0.92], [0.35, 2.41, -0.65], [-0.14, 0.11, -1.00], [1.02, -0.13, 0.70], [-1.89, -0.33, -1.25], [-0.71, -1.24, 0.32], [-0.34, 0.27, -1.07], [0.90, 0.54, -1.05], [-0.15, -0.85, 0.06], [0.01, -0.26, -0.73], [-1.09, -2.02, 1.74], [0.20, -1.07, 0.87]]}


{"formula": "C4H9N2OS", "method": "ωB97M-V/def2-TZVPD", "e_lumo_ev": [3.79, 3.79], "orbital_gap_ha": [0.243, 0.194], "e_homo_ev": [-2.8, -1.5], "charge": -1, "relative_energy_kcal_mol": 164.1, "largest_force_ha_per_bohr": 0.061, "e_tot_ev": -20151.73013, "symbols": ["C", "C", "C", "C", "N", "N", "O", "S", "H", "H", "H", "H", "H", "H", "H", "H", "H"], "positions_angstrom": [[1.8078, 1.4237, -0.2466], [1.1034, 0.8679, 0.9660], [0.8081, 0.3257, -0.3758], [1.1530, -1.0525, -0.7633], [-3.1415, -1.2877, 0.2450], [-1.8446, 0.8932, -0.4268], [-2.0622, 1.0783, 0.7455], [-2.5935, -0.6086, -1.1963], [1.5880, 2.4528, -0.5098], [2.9098, 1.2959, -0.3387], [1.7070, 0.3112, 1.6916], [0.3208, 1.5152, 1.2818], [2.2438, -1.2986, -0.8888], [0.7553, -1.4059, -1.7122], [0.8626, -1.6644, 0.0147], [-2.8662, -0.6049, 0.9451], [-2.7518, -2.2414, 0.5685]], "forces_ev_per_angstrom": [[0.80, 0.50, -0.40], [0.26, -0.41, -0.53], [0.42, 0.62, -0.10], [1.61, 0.37, -1.48], [-0.36, -2.87, 1.05], [1.78, 1.28, -2.23], [-0.57, -0.61, 1.54], [0.10, -0.44, 0.17], [-0.37, 0.06, -0.14], [-0.64, -0.53, -0.01], [-0.33, 0.14, 0.00], [-0.56, 0.30, 1.05], [-0.22, 0.65, 0.22], [-0.56, 0.08, -0.05], [-1.05, -1.79, 1.47], [0.00, 0.47, 0.57], [-0.31, 2.16, -1.13]]}


{"formula": "C4H9N2OS", "method": "ωB97M-V/def2-TZVPD", "e_lumo_ev": [0.76, -2.30], "orbital_gap_ha": [0.368, 0.256], "e_homo_ev": [-9.3, -9.3], "relative_energy_kcal_mol": 9.2, "largest_force_ha_per_bohr": 0.024, "e_tot_ev": -20155.83261, "multiplicity": 2, "symbols": ["O", "C", "N", "C", "C", "S", "C", "N", "H", "H", "H", "H", "H", "H", "H", "H", "H"], "positions_angstrom": [[-0.8234, -2.0997, -1.0535], [-0.4099, -1.0180, -0.6913], [0.4659, -0.8416, 0.3223], [0.9808, 0.4355, 0.8058], [1.0309, 0.4858, 2.3222], [2.0489, 1.8793, 2.8667], [-0.9589, 0.2639, -1.3979], [-1.9566, -0.0773, -2.3714], [0.9259, -1.6390, 0.7161], [1.9676, 0.6210, 0.3950], [0.3758, 1.2611, 0.4457], [1.6398, -0.3509, 2.7051], [0.0822, 0.3921, 2.8434], [-0.1137, 0.8049, -1.8267], [-1.3606, 0.9029, -0.6090], [-2.2705, -1.0148, -2.1528], [-1.6242, -0.0054, -3.3197]], "forces_ev_per_angstrom": [[0.30, -0.43, 0.24], [-0.65, 0.65, -0.66], [0.20, 0.81, 0.36], [-0.38, -0.17, -0.33], [1.24, 0.01, 0.20], [-0.48, -0.13, 0.14], [0.56, -0.51, 0.57], [-0.26, 0.41, 0.26], [-0.17, -0.55, -0.07], [0.35, -0.02, 0.12], [-0.23, -0.07, -0.04], [-0.12, -0.06, -0.12], [-0.20, 0.28, -0.15], [-0.02, 0.04, -0.11], [-0.17, 0.13, 0.01], [-0.01, -0.11, -0.45], [0.05, -0.27, 0.04]]}


{"formula": "C4H9N2P", "method": "ωB97M-V/def2-TZVPD", "e_lumo_ev": 0.91, "smiles": "C=C/C=C/NPN", "orbital_gap_ha": 0.317, "e_homo_ev": -7.7, "relative_energy_kcal_mol": 46.3, "largest_force_ha_per_bohr": 0.106, "e_tot_ev": -16560.87654, "symbols": ["C", "C", "C", "C", "N", "P", "N", "H", "H", "H", "H", "H", "H", "H", "H", "H"], "positions_angstrom": [[3.0767, -0.9054, 0.0215], [2.2051, 0.0298, -0.3182], [0.8749, -0.0044, 0.2082], [0.0341, 1.0535, 0.1168], [-1.1331, 1.1048, 0.7597], [-2.0326, -0.3872, 0.7584], [-2.7830, -0.4287, -0.8428], [4.1001, -1.0121, -0.1787], [2.7252, -1.6514, 0.8259], [2.4602, 0.7646, -0.9713], [0.5075, -0.8239, 0.9509], [0.2848, 1.9321, -0.4046], [-1.7569, 1.9278, 0.4743], [-3.3507, 0.0992, 1.2281], [-3.2613, -1.3120, -1.0972], [-1.9510, -0.3866, -1.5309]], "forces_ev_per_angstrom": [[-1.26, -1.78, 2.61], [-0.21, -2.46, 1.32], [-1.78, 0.13, 1.62], [2.80, -1.57, -0.43], [-5.30, 1.34, 0.17], [-2.09, -0.20, 0.50], [2.34, 0.03, -2.06], [1.15, 0.32, -0.79], [0.51, 0.98, -1.43], [0.64, 2.23, -1.87], [1.14, 1.23, -1.64], [0.56, 0.93, -0.78], [1.39, -1.53, 0.59], [1.38, -0.07, 0.45], [0.43, 0.60, 0.62], [-1.71, -0.16, 1.11]]}


{"formula": "C4H9N2S2", "method": "ωB97M-V/def2-TZVPD", "e_lumo_ev": -3.52, "smiles": "C[N@@H+]1CC=NC1(S)S", "orbital_gap_ha": 0.388, "e_homo_ev": -14.1, "charge": 1, "relative_energy_kcal_mol": 56.2, "largest_force_ha_per_bohr": 0.084, "e_tot_ev": -28935.90407, "symbols": ["C", "N", "C", "C", "N", "C", "S", "S", "H", "H", "H", "H", "H", "H", "H", "H", "H"], "positions_angstrom": [[-0.6461, -1.0983, 1.1419], [-0.3157, 0.1489, 0.4506], [-1.4196, 0.4755, -0.5194], [-0.6711, 1.3799, -1.4116], [0.6100, 1.2975, -1.3685], [1.0698, 0.2431, -0.3206], [2.2542, 0.8882, 0.9212], [1.4313, -1.2575, -1.1947], [-1.4883, -0.9089, 1.6464], [-0.7343, -1.8194, 0.3931], [0.0897, -1.4586, 1.8433], [-0.2820, 0.8924, 1.1593], [-2.1835, 1.0358, 0.0764], [-1.5860, -0.5088, -0.9686], [-1.1569, 2.1334, -2.1862], [3.2566, 0.4301, 0.3908], [1.7719, -1.8733, -0.0533]], "forces_ev_per_angstrom": [[3.00, -0.23, -0.58], [0.75, 0.22, 0.99], [0.83, 0.49, 1.39], [1.17, 1.74, -2.53], [-0.02, -0.78, 0.80], [-2.15, 2.16, -0.88], [-3.93, 1.25, 1.22], [0.22, 0.11, 0.12], [-3.43, 0.27, 1.81], [-0.55, -1.33, -0.98], [0.60, 0.41, 0.17], [0.09, -0.04, -0.24], [-0.01, -1.14, -0.88], [-1.12, 0.52, -0.20], [0.96, -1.75, 1.80], [3.43, -1.62, -1.89], [0.17, -0.27, -0.11]]}